DFT (wB97M-V/def2-TZVPD) results for C47H53IN9NaO2S2 as an isolated structure in a non-equilibrium geometry.

Output
- frontier orbital gap (eV) = 4.941
- ΔE to the lowest compared entry with this formula, charge and spin (kcal per mole) = 0.0
- electronic energy (eV) = -101292.60223

Geometry as ORCA input:
```
! wB97M-V def2-TZVPD RIJCOSX def2/J DEFGRID3
* xyz -2 1
Na -0.010 0.421 0.111
O 0.129 -3.024 -1.107
C 1.532 -2.790 -1.096
C 2.085 -3.209 -2.445
C 1.273 -2.661 -3.620
C 1.419 -1.192 -3.889
C 1.773 -0.734 -5.156
C 1.782 0.629 -5.405
C 1.477 1.498 -4.374
C 1.191 0.956 -3.130
N 1.133 -0.351 -2.893
H -0.203 -2.700 -0.250
H 2.020 -3.379 -0.310
H 1.753 -1.736 -0.908
H 2.068 -4.301 -2.517
H 3.128 -2.883 -2.503
H 0.219 -2.861 -3.405
H 1.539 -3.206 -4.530
H 2.011 -1.443 -5.939
H 2.008 1.005 -6.396
H 1.452 2.569 -4.522
H 0.953 1.597 -2.286
S -2.096 2.912 0.390
C -1.882 3.755 -1.079
N -1.862 5.060 -1.131
N -1.546 5.627 -2.381
C -0.375 5.524 -3.061
C -0.247 6.120 -4.329
C 0.956 6.077 -5.012
C 2.072 5.459 -4.459
C 1.951 4.881 -3.197
C 0.755 4.896 -2.506
N -1.805 3.095 -2.370
N -1.715 1.847 -2.362
C -1.692 1.257 -3.676
C -1.526 -0.120 -3.722
C -1.493 -0.778 -4.943
C -1.630 -0.062 -6.122
C -1.797 1.319 -6.075
C -1.830 1.979 -4.859
H -2.240 6.272 -2.720
H -1.107 6.615 -4.767
H 1.023 6.530 -5.995
H 3.010 5.424 -4.996
H 2.812 4.407 -2.740
H 0.677 4.448 -1.524
H -1.391 -0.659 -2.792
H -1.342 -1.851 -4.971
H -1.598 -0.575 -7.076
H -1.893 1.888 -6.992
H -1.949 3.053 -4.800
C -1.121 -1.926 6.830
C 0.161 -1.209 6.416
N -0.041 -0.220 5.366
C -0.180 1.168 5.767
C -1.622 1.622 5.978
C -0.134 -0.598 4.049
S -0.477 0.593 2.896
N 0.049 -1.924 3.883
C 0.005 -2.551 2.700
O -0.265 -2.096 1.579
C 0.328 -4.034 2.838
C 0.851 -4.544 4.024
C 1.203 -5.881 4.130
C 1.025 -6.736 3.050
C 0.488 -6.241 1.870
C 0.144 -4.900 1.765
H -0.918 -2.645 7.629
H -1.526 -2.463 5.972
H -1.874 -1.220 7.184
H 0.876 -1.946 6.061
H 0.598 -0.693 7.274
H 0.276 1.790 4.995
H 0.389 1.295 6.691
H -2.171 1.538 5.041
H -1.639 2.668 6.293
H -2.124 1.022 6.740
H 0.986 -3.868 4.856
H 1.625 -6.257 5.055
H 1.301 -7.781 3.128
H 0.344 -6.899 1.022
H -0.260 -4.521 0.839
I -5.056 -0.306 3.886
C -4.656 -0.290 1.832
C -5.674 -0.084 0.921
C -5.342 -0.088 -0.425
C -4.019 -0.294 -0.784
N -3.047 -0.492 0.100
C -3.356 -0.492 1.392
H -6.692 0.078 1.247
H -6.099 0.078 -1.180
H -3.725 -0.283 -1.826
H -2.535 -0.639 2.083
C 3.914 -2.697 2.218
N 3.959 -1.464 2.981
C 3.472 -1.672 4.331
C 3.195 -0.406 2.312
C 3.813 0.093 1.018
C 5.206 0.065 0.907
C 5.837 0.533 -0.237
C 5.056 1.065 -1.254
C 3.670 1.106 -1.105
C 2.970 0.610 0.012
H 4.542 -3.454 2.699
H 4.295 -2.513 1.213
H 2.893 -3.105 2.131
H 3.986 -2.526 4.780
H 2.388 -1.861 4.369
H 3.683 -0.787 4.937
H 3.130 0.430 3.018
H 2.161 -0.720 2.105
H 5.798 -0.340 1.724
H 6.918 0.489 -0.330
H 5.526 1.451 -2.156
H 3.119 1.561 -1.923
*
```


DFT (wB97M-V/def2-TZVPD) results for C47H54GeKN5O7S as an isolated structure in a non-equilibrium geometry.

Output
- frontier orbital gap (alpha / beta) (eV) = 2.923 / 2.921
- ΔE to the lowest compared entry with this formula, charge and spin (kcal per mole) = 25.8
- electronic energy (eV) = -155075.15420

Geometry as ORCA input:
```
! wB97M-V def2-TZVPD RIJCOSX def2/J DEFGRID3
* xyz -2 1
K -0.842 -0.044 -0.444
C 1.016 3.457 -2.690
C -0.381 2.846 -2.898
C -0.256 1.613 -3.806
C -1.265 3.881 -3.619
O -0.888 2.502 -1.653
Ge -2.719 2.582 -1.065
O -2.294 2.364 0.831
C -2.012 3.400 1.700
C -3.132 4.458 1.708
C -1.902 2.814 3.122
C -0.700 4.106 1.326
O -2.895 0.693 -1.361
C -4.012 -0.098 -1.129
C -3.928 -1.300 -2.077
C -4.035 -0.593 0.321
C -5.314 0.663 -1.417
H 1.453 3.765 -3.639
H 1.663 2.724 -2.215
H 0.939 4.323 -2.034
H 0.110 1.903 -4.790
H -1.234 1.149 -3.912
H 0.433 0.894 -3.370
H -0.816 4.190 -4.562
H -1.400 4.757 -2.987
H -2.241 3.441 -3.813
H -4.094 3.978 1.876
H -3.152 4.960 0.743
H -2.962 5.195 2.492
H -2.864 2.408 3.430
H -1.587 3.575 3.837
H -1.182 2.000 3.126
H -0.761 4.409 0.284
H 0.130 3.415 1.427
H -0.525 4.980 1.954
H -3.023 -1.859 -1.869
H -3.897 -0.954 -3.110
H -4.782 -1.961 -1.948
H -3.180 -1.238 0.506
H -4.943 -1.154 0.529
H -3.976 0.263 0.987
H -5.286 1.059 -2.429
H -5.405 1.496 -0.727
H -6.178 0.010 -1.312
O -0.990 -2.319 -0.111
C -1.288 -3.504 -0.461
C -1.451 -3.875 -1.822
C -1.886 -5.120 -2.206
C -2.232 -6.080 -1.253
C -2.056 -5.790 0.076
C -1.548 -4.554 0.507
C -1.439 -4.348 1.886
N -0.889 -3.273 2.488
N -1.448 -2.776 3.610
C -0.711 -1.748 3.961
O 0.322 -1.553 3.086
C -0.918 -0.987 5.143
C -2.000 -1.317 5.984
C -2.191 -0.648 7.169
C -1.315 0.364 7.552
C -0.277 0.730 6.701
C -0.078 0.076 5.508
H -1.231 -3.127 -2.574
H -1.983 -5.344 -3.262
H -2.632 -7.040 -1.559
H -2.301 -6.523 0.838
H -2.003 -4.972 2.568
H -2.666 -2.102 5.665
H -3.034 -0.904 7.801
H -1.442 0.856 8.506
H 0.390 1.537 6.973
H 0.716 0.363 4.836
C 5.669 -4.666 -2.944
O 5.264 -3.468 -3.559
C 3.892 -3.420 -3.807
C 3.442 -3.708 -5.085
C 2.088 -3.694 -5.377
C 1.176 -3.432 -4.367
C 1.612 -3.145 -3.090
C 2.972 -3.096 -2.796
N 3.430 -2.778 -1.524
C 4.400 -1.852 -1.340
C 4.650 -0.802 -2.216
C 5.926 -0.190 -2.272
C 6.192 0.851 -3.114
C 5.170 1.365 -3.937
C 3.913 0.849 -3.888
C 3.551 -0.231 -3.010
O 2.368 -0.584 -2.881
H 6.738 -4.568 -2.755
H 5.494 -5.530 -3.602
H 5.148 -4.840 -1.995
H 4.170 -3.944 -5.850
H 1.758 -3.887 -6.390
H 0.116 -3.433 -4.573
H 0.914 -2.909 -2.305
H 2.831 -3.022 -0.738
H 4.986 -1.966 -0.434
H 6.715 -0.608 -1.655
H 7.184 1.280 -3.170
H 5.396 2.185 -4.610
H 3.113 1.247 -4.498
N 6.991 2.894 1.561
C 5.881 2.622 1.730
C 4.543 2.308 1.980
C 3.864 2.879 3.077
C 2.548 2.530 3.288
C 1.931 1.652 2.400
N 2.560 1.126 1.352
C 3.814 1.437 1.143
H 4.384 3.570 3.730
H 1.989 2.944 4.113
H 0.901 1.352 2.526
H 4.285 0.998 0.272
S 1.515 -3.033 1.270
C 0.242 -2.556 2.192
*
```


DFT (wB97M-V/def2-TZVPD) results for C47H54MnN2O7S as an isolated structure.

Output
- frontier orbital gap (alpha / beta) (eV) = 5.830 / 5.848
- ΔE to the lowest compared entry with this formula, charge and spin (kcal per mole) = 0.0
- electronic energy (eV) = -109077.79926

Geometry as ORCA input:
```
! wB97M-V def2-TZVPD RIJCOSX def2/J DEFGRID3
* xyz 1 5
Mn -0.615 0.761 -0.199
C 5.868 -2.625 -1.043
C 4.734 -2.648 -2.079
C 5.293 -2.300 -3.467
C 4.148 -4.058 -2.132
C 3.692 -1.614 -1.685
C 2.398 -1.927 -1.401
C 1.491 -0.894 -1.041
N 0.179 -0.985 -0.759
C -0.699 -2.006 -0.677
C -0.446 -3.394 -0.775
C -1.490 -4.275 -0.754
C -2.811 -3.750 -0.648
C -3.144 -2.427 -0.516
C -2.046 -1.519 -0.468
O -2.194 -0.245 -0.277
C -4.625 -2.055 -0.366
C -4.933 -0.555 -0.402
C -5.410 -2.710 -1.511
C -5.121 -2.612 0.975
C -1.225 -5.778 -0.839
C -2.511 -6.603 -0.810
C -0.482 -6.083 -2.146
C -0.352 -6.194 0.353
C 1.945 0.485 -0.996
O 1.078 1.397 -0.730
C 3.310 0.815 -1.286
C 4.111 -0.238 -1.610
C 3.798 2.257 -1.210
C 5.291 2.339 -1.522
C 3.051 3.115 -2.242
C 3.572 2.811 0.206
H 6.616 -3.374 -1.303
H 5.492 -2.851 -0.045
H 6.370 -1.659 -1.007
H 6.041 -3.039 -3.755
H 5.775 -1.324 -3.484
H 4.504 -2.304 -4.220
H 4.926 -4.760 -2.428
H 3.341 -4.137 -2.862
H 3.774 -4.378 -1.158
H 2.065 -2.946 -1.472
H 0.563 -3.765 -0.831
H -3.621 -4.464 -0.656
H -4.575 -0.083 -1.316
H -4.506 -0.026 0.445
H -6.018 -0.437 -0.366
H -5.047 -2.368 -2.481
H -6.463 -2.442 -1.431
H -5.351 -3.798 -1.491
H -4.570 -2.174 1.807
H -5.011 -3.695 1.027
H -6.177 -2.376 1.106
H -3.165 -6.372 -1.652
H -3.070 -6.457 0.116
H -2.259 -7.661 -0.875
H -1.077 -5.796 -3.014
H -0.276 -7.152 -2.215
H 0.472 -5.559 -2.201
H -0.838 -5.956 1.300
H 0.617 -5.696 0.337
H -0.173 -7.268 0.323
H 5.147 -0.038 -1.838
H 5.522 1.993 -2.531
H 5.889 1.769 -0.811
H 5.608 3.379 -1.454
H 3.201 2.734 -3.253
H 3.441 4.133 -2.209
H 1.983 3.152 -2.039
H 4.099 2.206 0.946
H 2.521 2.849 0.483
H 3.976 3.823 0.260
O -1.510 2.449 -0.463
S -1.239 3.808 -1.117
C -0.733 4.858 0.206
C 0.513 5.454 0.082
C 0.980 6.251 1.119
C 0.200 6.431 2.249
C -1.046 5.822 2.360
C -1.523 5.030 1.335
C -2.879 4.390 -1.453
C -2.993 5.547 -2.210
C -4.258 6.053 -2.464
C -5.378 5.396 -1.975
C -5.245 4.231 -1.233
C -3.986 3.716 -0.963
H 1.114 5.285 -0.802
H 1.949 6.724 1.043
H 0.564 7.051 3.057
H -1.641 5.964 3.251
H -2.482 4.536 1.416
H -2.112 6.046 -2.594
H -4.367 6.954 -3.049
H -6.363 5.791 -2.180
H -6.123 3.719 -0.864
H -3.862 2.802 -0.398
O 0.587 2.580 1.918
C 0.228 1.522 2.411
O -0.308 0.552 1.733
C 0.320 1.285 3.896
C -0.031 0.060 4.452
C 0.079 -0.142 5.818
C 0.533 0.906 6.597
C 0.882 2.139 6.076
C 0.775 2.320 4.707
N 0.651 0.697 8.057
O 1.009 1.641 8.728
O 0.386 -0.406 8.485
H -0.391 -0.729 3.809
H -0.177 -1.082 6.281
H 1.227 2.922 6.734
H 1.049 3.259 4.248
*
```


DFT (wB97M-V/def2-TZVPD) results for C47H54NO4PRu as an isolated structure in a non-equilibrium geometry.

Output
- frontier orbital gap (alpha / beta) (eV) = 6.095 / 5.403
- electronic energy (eV) = -71148.65921

Geometry as ORCA input:
```
! wB97M-V def2-TZVPD RIJCOSX def2/J DEFGRID3
* xyz 2 5
Ru -0.385 0.605 -1.932
C -3.794 3.730 3.589
C -2.257 3.631 3.569
C -1.647 4.969 4.030
C -1.828 2.545 4.559
C -1.806 3.355 2.156
C -1.042 2.230 1.834
C -0.651 1.992 0.526
N 0.012 0.922 0.028
C 0.888 0.008 0.554
C 0.979 -0.500 1.815
C 1.605 -1.820 2.079
C 2.718 -2.223 1.080
C 2.676 -1.606 -0.331
C 1.760 -0.449 -0.527
O 1.593 0.060 -1.653
C 4.051 -1.405 -1.052
C 5.187 -2.210 -0.409
C 4.426 0.085 -0.968
C 3.944 -1.793 -2.532
C 2.112 -1.921 3.554
C 3.327 -0.996 3.733
C 1.041 -1.458 4.554
C 2.509 -3.359 3.901
C -1.019 2.918 -0.544
O -0.566 2.689 -1.702
C -1.836 4.052 -0.205
C -2.184 4.225 1.118
C -2.259 4.971 -1.323
C -3.085 6.162 -0.827
C -3.123 4.159 -2.308
C -1.022 5.521 -2.051
H -4.129 3.898 4.609
H -4.160 4.550 2.980
H -4.236 2.803 3.229
H -1.962 5.175 5.049
H -0.561 4.915 4.009
H -1.965 5.796 3.402
H -2.204 2.790 5.548
H -2.239 1.576 4.287
H -0.745 2.480 4.630
H -0.800 1.515 2.599
H 0.386 -0.088 2.613
H 3.690 -2.185 1.553
H 5.481 -1.791 0.550
H 4.939 -3.259 -0.283
H 6.057 -2.158 -1.058
H 4.266 0.477 0.035
H 5.476 0.214 -1.219
H 3.842 0.677 -1.670
H 3.945 -2.873 -2.664
H 3.049 -1.372 -2.984
H 4.806 -1.403 -3.065
H 3.181 -0.047 3.219
H 3.455 -0.791 4.792
H 4.251 -1.444 3.377
H 1.026 -0.374 4.639
H 0.041 -1.807 4.308
H 1.292 -1.849 5.536
H 3.178 -3.793 3.163
H 3.031 -3.361 4.854
H 1.640 -4.002 4.000
H -2.780 5.081 1.377
H -4.009 5.830 -0.359
H -2.519 6.770 -0.126
H -3.348 6.792 -1.672
H -4.006 3.765 -1.810
H -3.444 4.802 -3.124
H -2.567 3.325 -2.738
H -0.407 6.102 -1.367
H -0.425 4.706 -2.457
H -1.327 6.161 -2.873
O -4.177 0.461 -3.537
C -3.252 0.010 -2.915
O -2.181 0.677 -2.626
C -3.344 -1.430 -2.397
C -4.639 -1.940 -2.357
C -4.878 -3.234 -1.931
C -3.818 -4.050 -1.571
C -2.524 -3.562 -1.618
C -2.275 -2.244 -2.008
P -0.544 -1.695 -2.032
C 0.184 -2.232 -3.590
C 0.444 -3.571 -3.872
C 0.995 -3.910 -5.093
C 1.273 -2.924 -6.030
C 1.001 -1.589 -5.754
C 0.458 -1.239 -4.533
C 0.322 -2.515 -0.661
C -0.296 -2.554 0.535
C 0.465 -2.899 1.791
C 1.213 -4.090 1.352
C 2.287 -3.604 0.514
C 1.790 -2.829 -0.769
H -5.450 -1.296 -2.662
H -5.892 -3.602 -1.884
H -3.994 -5.066 -1.250
H -1.694 -4.199 -1.347
H 0.205 -4.333 -3.143
H 1.206 -4.945 -5.317
H 1.700 -3.197 -6.983
H 1.221 -0.833 -6.494
H 0.238 -0.184 -4.292
H -1.354 -2.337 0.621
H -0.208 -3.036 2.634
H 0.893 -5.107 1.459
H 3.065 -4.321 0.277
H 2.045 -3.275 -1.727
*
```


Question: electronic energy of number 4 (C47H54NO4PRu)?
Answer: -71148.65921 eV


Question: Which formula does entry 1 have?
Answer: C47H53IN9NaO2S2


Question: Which value of electronic energy does entry 4 give?
Answer: -71148.65921 eV


Question: The highest electronic energy belongs to which entry?
Answer: C47H54NO4PRu